Version a
Below is a single C6H9NO molecule, with properties calculated with the ωB97M-V functional and the def2-TZVPD basis.

Its net charge is 0.

Geometry (Å):
O1 -2.42099 -0.98062 -0.45204
N1 0.36996 -1.84072 0.87331
C1 -0.31616 -0.79338 0.37556
C2 -0.78556 -1.26399 -2.19933
C3 -0.23208 1.46978 0.00503
C4 0.64250 0.74765 2.15800
C5 -1.24794 -1.03737 -0.75104
C6 -0.05848 0.48601 0.89658
H1 -0.10130 0.92201 3.08889
H2 -0.80731 -0.33280 -2.67924
H3 -1.45911 -1.96366 -2.72446
H4 -0.69801 1.22488 -0.97532
H5 0.13965 -1.70745 -2.05249
H6 1.21972 1.59805 2.13832
H7 -0.02544 -2.74290 0.53122
H8 -0.16774 2.52049 0.14679
H9 1.18416 -0.24085 2.38278

***

Version b
Below is a single C6H9NO molecule, with properties calculated with the ωB97M-V functional and the def2-TZVPD basis.

Its net charge is 0.

Geometry (Å):
O1 -2.50713 -0.34844 0.20346
N1 1.97150 0.53885 0.75774
C1 0.74922 0.30655 0.71382
C2 -0.02935 -1.04068 0.59896
C3 -1.35001 -0.17180 0.42399
C4 0.20792 -2.01665 -0.52356
C5 -0.48622 1.15441 0.51115
C6 -0.33041 2.02662 -0.66452
H1 2.63346 -0.20288 0.57930
H2 0.53533 -3.00230 -0.14225
H3 -0.77842 1.81911 1.31716
H4 0.24629 1.40053 -1.38906
H5 -0.06952 -1.61208 1.42533
H6 0.98211 -1.67086 -1.10424
H7 -0.60334 -2.17576 -1.16025
H8 -1.29452 2.06170 -1.20549
H9 0.12309 2.93368 -0.34153

***

Version c
Below is 2 unconnected molecules or ions with the total composition C6H9NO, with properties calculated with the ωB97M-V functional and the def2-TZVPD basis.

Its net charge is 0.

Geometry (Å):
O1 1.62982 -0.03845 -0.91296
N1 1.37549 -1.29440 1.70067
C1 -1.64720 -0.07368 -1.44139
C2 0.77626 0.80813 -1.15318
C3 -1.09798 -1.33825 0.92985
C4 -0.54358 0.45491 -1.55249
C5 0.19175 -1.50074 1.98485
C6 1.03297 2.28595 -1.01872
H1 -0.11427 -1.72814 3.00326
H2 -1.39538 -0.32769 1.18219
H3 1.24828 2.69624 -2.01041
H4 0.15987 2.80113 -0.61340
H5 -0.61128 -1.77426 0.06043
H6 -2.60107 -0.39951 -1.75082
H7 1.89780 2.45070 -0.37197
H8 1.59306 -1.01321 0.72059
H9 -1.89454 -2.00872 1.24351

***

Version d
Below is a molecular structure, C6H9NO, with properties calculated with the ωB97M-V functional and the def2-TZVPD basis.

Its net charge is 0.

Geometry (Å):
O1 1.63622 1.22787 1.54569
N1 0.27329 1.60249 -0.36563
C1 0.85140 0.78109 0.52157
C2 0.41800 -0.52386 0.45112
C3 -0.02621 -0.90917 -0.95146
C4 -0.79620 0.30440 -1.11865
C5 -1.91670 0.74276 -1.64168
C6 0.44543 -1.53030 1.55144
H1 1.07218 -2.39018 1.29374
H2 1.56227 2.18781 1.60251
H3 -2.40337 0.18527 -2.43188
H4 -0.65428 -1.80251 -0.93270
H5 -2.29198 1.73508 -1.43519
H6 0.83555 -1.08304 2.46419
H7 0.78284 -1.05927 -1.66987
H8 -0.55795 -1.91162 1.76519
H9 0.76951 2.44319 -0.64841

***

Which structure is the least stable? The one labeled version c.

***

Version a
Below is a single C6H9NO molecule, with properties calculated with the ωB97M-V functional and the def2-TZVPD basis.

Its net charge is 0.

Geometry (Å):
O1 0.53211 1.63398 0.72520
N1 -1.79398 1.33003 -0.94234
C1 2.51331 0.47776 -0.02159
C2 -1.35347 0.45761 -0.16452
C3 -2.22607 -0.21652 0.84257
C4 0.28352 -1.62359 -0.55016
C5 0.10651 -0.31864 -0.37951
C6 1.03899 0.62847 0.22106
H1 2.87180 -0.47078 0.37389
H2 -2.51118 -1.20549 0.48720
H3 -1.69052 -0.32748 1.78258
H4 -3.12378 0.37824 0.99551
H5 1.22630 -2.11032 -0.33813
H6 2.72461 0.50418 -1.08998
H7 3.04115 1.29494 0.46644
H8 -0.52613 -2.25239 -0.89288
H9 -1.11318 1.81998 -1.51533

***

Version b
Below is a molecular structure, C6H9NO, with properties calculated with the ωB97M-V functional and the def2-TZVPD basis.

Its net charge is 0.

Geometry (Å):
O1 2.79817 0.23985 0.72803
N1 -2.73472 -0.50401 0.69600
C1 -0.98513 1.27685 0.14867
C2 -1.76409 -0.00863 -0.26247
C3 -0.53385 -0.81726 -0.32108
C4 2.02145 -0.80673 -0.31979
C5 0.65596 -0.21306 -0.63278
C6 0.43083 1.26212 -0.30596
H1 2.15526 -1.98192 0.44169
H2 -0.60693 -2.04833 -0.07898
H3 1.02010 2.21522 -0.69932
H4 -2.43805 -1.67172 0.41450
H5 2.70547 -0.89991 -1.27153
H6 2.53173 -0.31450 1.48063
H7 -2.16592 0.13684 -1.37072
H8 -3.82461 -0.25026 0.19262
H9 -1.57041 2.26414 0.35532

***

Version c
Below is a single C6H9NO molecule, with properties calculated with the ωB97M-V functional and the def2-TZVPD basis.

Its net charge is 0.

Geometry (Å):
O1 -0.26036 -1.66565 0.26344
N1 0.52305 0.25763 1.51901
C1 -2.13088 0.12330 -1.03829
C2 -0.08231 -0.49872 0.30487
C3 -1.09478 -0.13950 -2.00444
C4 -0.56885 0.50380 -0.77178
C5 1.72128 -0.40166 2.06588
C6 1.72671 0.72966 0.96723
H1 1.85918 0.07632 3.12428
H2 -0.65887 -1.21997 -2.04732
H3 -1.04288 0.20107 -2.97485
H4 -2.32327 -0.89336 -0.49986
H5 -0.30075 1.53219 -0.44608
H6 2.02093 0.45617 0.02795
H7 -3.01639 0.68821 -1.21386
H8 1.67680 -1.67702 1.85044
H9 1.95140 1.92754 0.87336

***

Version d
Below is 2 unconnected molecules or ions with the total composition C6H9NO, with properties calculated with the ωB97M-V functional and the def2-TZVPD basis.

Its net charge is 0.

Geometry (Å):
O1 -3.16297 0.31297 2.22677
N1 0.71650 1.29557 -0.58233
C1 2.46805 -0.32791 -1.09665
C2 -0.22610 0.29454 -0.55771
C3 1.51021 -1.26103 -1.24094
C4 -1.78698 0.37433 1.77419
C5 0.11378 -1.00226 -0.84553
C6 1.99566 0.95459 -0.91205
H1 -1.21764 0.53667 -0.30502
H2 2.82189 1.62723 -0.97218
H3 -3.70522 0.52982 1.17750
H4 -1.43285 1.05322 2.66280
H5 -1.21273 -0.59791 1.66499
H6 -1.75943 0.98533 0.93540
H7 3.52843 -0.68326 -1.22565
H8 -0.48398 -1.81877 -1.15482
H9 1.83338 -2.27314 -1.54875

***

Which structure is the least stable? The one labeled version b.

***

Version a
Below is a single C6H9NO molecule, with properties calculated with the ωB97M-V functional and the def2-TZVPD basis.

Its net charge is 0.

Geometry (Å):
O1 0.90960 1.30550 2.45684
N1 -0.93466 0.31218 1.24295
C1 1.08911 0.11294 0.31703
C2 -0.84733 -1.48982 -0.60746
C3 -0.51716 -0.17220 -0.34074
C4 0.56556 0.57420 1.56839
C5 -0.86282 0.90591 -1.34397
C6 2.29885 -0.39841 0.07786
H1 -0.70184 -2.25146 0.15108
H2 -0.30447 0.73982 -2.26664
H3 2.61854 -0.61595 -0.93658
H4 -0.59293 1.89504 -0.96612
H5 -1.92802 0.88436 -1.59150
H6 -0.87742 -1.83937 -1.63165
H7 2.99358 -0.64078 0.87774
H8 -1.41638 -0.48000 1.66622
H9 -1.49221 1.15806 1.32656

***

Version b
Below is 2 unconnected molecules or ions with the total composition C6H9NO, with properties calculated with the ωB97M-V functional and the def2-TZVPD basis.

Its net charge is 0.

Geometry (Å):
O1 -2.32028 -1.35799 0.48324
N1 -0.62615 2.32890 0.25529
C1 1.29551 -1.32678 -0.38199
C2 0.06757 1.13326 -0.00897
C3 0.50905 -0.82556 -1.42352
C4 -0.11600 0.40406 -1.17166
C5 1.29566 -0.73428 0.87466
C6 0.71620 0.50248 1.05440
H1 0.34056 -1.35364 -2.34835
H2 0.92728 1.02555 1.98342
H3 -0.17977 2.86218 0.99242
H4 1.81054 -2.22793 -0.68847
H5 -1.91724 -1.28473 1.36173
H6 -0.93579 2.88956 -0.53449
H7 1.84167 -1.11831 1.72059
H8 -0.76444 0.90413 -1.89197
H9 -1.94437 -1.82090 -0.27634

***

Version c
Below is a molecular structure, C6H9NO, with properties calculated with the ωB97M-V functional and the def2-TZVPD basis.

Its net charge is 0.

Geometry (Å):
O1 3.09512 -0.65792 -0.21744
N1 -1.42497 -0.94481 -0.88197
C1 -0.45416 -0.97427 0.19644
C2 -1.37971 -0.05032 0.97252
C3 2.13076 0.39837 0.14596
C4 0.58215 0.25119 -0.20529
C5 -1.63874 0.34304 -0.54880
C6 -0.30571 1.14305 -0.52354
H1 3.05545 -1.11693 -1.24697
H2 -0.78342 0.70720 1.61763
H3 -2.57473 0.90633 -0.96123
H4 -2.33286 -1.49418 -0.65545
H5 -0.28876 -2.02286 0.46884
H6 -2.41011 -0.42254 1.63442
H7 2.27098 0.48379 1.22509
H8 -0.11094 2.26539 -0.66936
H9 2.56966 1.18547 -0.35086

***

Which structure is the least stable? The one labeled version c.

***

Version a
Below is a single C6H9NO molecule, with properties calculated with the ωB97M-V functional and the def2-TZVPD basis.

Its net charge is 0.

Geometry (Å):
O1 -1.34170 0.97886 -0.76851
N1 0.87189 -0.43536 -0.86050
C1 -0.99255 0.18916 0.35965
C2 0.06298 1.01400 1.04413
C3 1.17659 0.73776 -0.08615
C4 2.12624 -0.45986 -0.04394
C5 -1.61258 -1.16674 0.19691
C6 -0.15732 -1.07905 0.00760
H1 -2.24621 1.35089 -0.72950
H2 -2.00363 -1.85031 0.94576
H3 2.15902 -1.17077 0.79216
H4 -2.25520 -1.12724 -0.68744
H5 0.53896 0.62439 1.96202
H6 3.14036 -0.31927 -0.46074
H7 0.16621 -1.45282 0.99038
H8 -0.05079 2.09493 1.06223
H9 1.56157 1.65525 -0.57261

***

Version b
Below is a molecular structure, C6H9NO, with properties calculated with the ωB97M-V functional and the def2-TZVPD basis.

Its net charge is 0.

Geometry (Å):
O1 1.24101 -0.19284 1.45497
N1 -0.94583 -1.22467 0.15921
C1 -0.46032 1.16073 -0.41782
C2 -1.40446 -1.65258 1.47753
C3 -0.91943 0.05427 -0.10261
C4 1.58977 -0.83023 -0.89650
C5 -0.23388 2.52262 -0.88658
C6 0.90387 -0.34311 0.33555
H1 -0.72618 -1.30673 2.27064
H2 -2.40494 -1.27074 1.70078
H3 0.89000 -0.98831 -1.70875
H4 2.08855 -1.76861 -0.64821
H5 0.26890 3.13119 -0.12977
H6 -1.43528 -2.74113 1.49495
H7 2.34599 -0.09592 -1.18169
H8 -1.18124 3.01232 -1.13188
H9 0.38348 2.53373 -1.78984

***

Version c
Below is a single C6H9NO molecule, with properties calculated with the ωB97M-V functional and the def2-TZVPD basis.

Its net charge is 0.

Geometry (Å):
O1 -1.46722 -1.05546 2.47147
N1 -0.20505 0.05010 0.85064
C1 -0.67171 -1.46966 -2.25242
C2 0.42751 -0.02942 -0.38404
C3 -0.09238 -0.78506 -1.31405
C4 -0.58954 1.34574 1.38697
C5 1.71481 0.72158 -0.58566
C6 -0.76062 -1.06664 1.46949
H1 1.79364 1.62312 0.02563
H2 -0.03634 2.17057 0.93389
H3 -1.37772 -2.25537 -2.00797
H4 2.55698 0.07220 -0.31849
H5 -0.45973 -2.01636 0.99468
H6 -0.44357 1.35846 2.47097
H7 1.84010 1.01766 -1.63256
H8 -0.57219 -1.17230 -3.29062
H9 -1.65696 1.49084 1.18205

***

Which structure is the least stable? The one labeled version a.

***

Version a
Below is 2 unconnected molecules or ions with the total composition C6H9NO, with properties calculated with the ωB97M-V functional and the def2-TZVPD basis.

Its net charge is 0.

Geometry (Å):
O1 -5.62497 -2.05913 0.31533
N1 -4.21247 -3.74082 -0.47714
C1 1.53131 1.06668 0.29242
C2 1.06118 0.68810 -0.85848
C3 0.59307 0.30986 -2.00537
C4 0.65626 1.68569 1.34749
C5 2.98401 0.91598 0.65209
C6 -4.99894 -2.90684 -0.15487
H1 0.55882 0.97490 -2.85516
H2 3.08579 0.29030 1.53874
H3 3.41595 1.89106 0.87722
H4 3.54263 0.46381 -0.16326
H5 -0.37677 1.73929 1.01425
H6 0.70136 1.09585 2.26281
H7 1.00499 2.69240 1.57803
H8 0.21369 -0.68811 -2.16553
H9 -4.13594 -4.41902 -1.19854

***

Version b
Below is a single C6H9NO molecule, with properties calculated with the ωB97M-V functional and the def2-TZVPD basis.

Its net charge is 0.

Geometry (Å):
O1 -1.35129 -1.39827 -0.69570
N1 2.32182 -0.34702 0.06435
C1 0.08302 -1.42056 -0.16311
C2 -1.07864 -1.00131 0.70239
C3 -1.17617 1.15672 -0.62840
C4 0.87500 -0.18516 -0.35211
C5 -1.12823 0.49309 0.71392
C6 0.17149 0.91308 0.01481
H1 -1.59734 -1.74228 1.36957
H2 2.17105 -0.32814 1.02786
H3 2.75892 0.62600 -0.23121
H4 1.22594 0.02017 -1.36972
H5 0.75891 1.77953 0.44418
H6 -1.44127 0.71381 -1.68718
H7 -1.65349 0.93180 1.49704
H8 0.65718 -2.34534 -0.22708
H9 -1.59692 2.13389 -0.47959

***

Version c
Below is a molecular structure, C6H9NO, with properties calculated with the ωB97M-V functional and the def2-TZVPD basis.

Its net charge is 0.

Geometry (Å):
O1 0.45518 -1.11304 -1.40291
N1 -0.38380 0.02263 1.13863
C1 -1.25250 -0.61489 0.30890
C2 -0.67767 -0.38195 -1.20541
C3 -0.18492 1.30728 0.53126
C4 0.12330 0.90514 -0.80681
C5 0.88241 -0.67975 0.96055
C6 1.17312 -0.31659 -0.60749
H1 -0.97520 2.12211 0.75604
H2 0.21907 1.77745 -1.62989
H3 1.04653 -1.68210 1.26418
H4 0.80666 1.59979 0.76260
H5 -2.13832 0.06489 -0.01558
H6 -1.69200 -1.71343 0.66859
H7 -1.45713 -0.45535 -1.88774
H8 2.32296 -0.49522 -0.53709
H9 1.73230 -0.34697 1.70218

***

Which structure is the least stable? The one labeled version c.